Molecular formula: C4H10N2O2
Method: DFT, ωB97M-V/def2-TZVPD

XYZ file:
```
18
Properties=species:S:1:pos:R:3
C -1.3513 0.7166 -1.6268
C -1.8280 0.5437 -0.3915
C -1.6733 -0.7235 0.3908
O -2.5005 1.5810 0.2214
H -1.4917 1.6562 -2.1498
H -0.8036 -0.0680 -2.1403
H -1.1182 -0.5329 1.3147
H -2.6562 -1.1267 0.6549
H -1.1353 -1.4919 -0.1739
H -2.7979 1.2776 1.0962
N 2.7348 -1.1440 0.7802
C 2.0928 -0.3569 -0.1096
N 1.7077 0.8243 0.4169
O 1.8735 -0.6900 -1.2613
H 2.9032 -2.0806 0.4351
H 2.4010 -1.0982 1.7318
H 1.2992 1.4590 -0.2605
H 2.3440 1.2542 1.0718
```

Results
Molar mass: 118.136 g mol⁻¹
Energy: -11385.7122 eV
SMILES: C=C(C)O.NC(N)=O
Kohn-Sham gap: 0.3414 Ha
Net charge: 0